Record 1
{"formula": "C6H8N", "method": "ωB97M-V/def2-TZVPD", "orbital_gap_ev": 9.49, "smiles": "C[N+]#CC1=C(C)C1", "homo_energy_ev": -14.234, "multiplicity": 1, "charge": 1, "largest_force_ev_per_a": 4.1, "e_above_lowest_ev": 5.210, "species": ["C", "N", "C", "C", "C", "C", "C", "H", "H", "H", "H", "H", "H", "H", "H"], "positions_angstrom": [[-3.080, -0.021, -0.118], [-1.755, -0.291, 0.198], [-0.744, -0.813, 0.211], [0.561, -0.996, 0.160], [1.451, -0.003, -0.011], [1.801, 1.420, -0.122], [1.960, -1.399, 0.189], [-3.641, -0.875, 0.266], [-3.297, 0.330, -1.147], [-3.566, 0.899, 0.412], [2.368, 1.512, -1.018], [2.350, 1.691, 0.776], [0.761, 1.973, -0.241], [2.375, -1.708, 1.089], [2.458, -1.718, -0.646]], "mulliken_charge": [-0.64, 0.11, 0.50, -0.39, 0.45, -0.72, -0.60, 0.33, 0.31, 0.27, 0.30, 0.31, 0.27, 0.26, 0.23]}

***

Record 2
{"formula": "C6H8N", "method": "ωB97M-V/def2-TZVPD", "orbital_gap_ev": 9.14, "homo_energy_ev": -13.951, "multiplicity": 1, "charge": 1, "largest_force_ev_per_a": 5.0, "e_above_lowest_ev": 4.670, "species": ["C", "C", "C", "C", "C", "C", "N", "H", "H", "H", "H", "H", "H", "H", "H"], "positions_angstrom": [[1.566, -1.428, 0.043], [2.221, -0.243, 0.087], [0.262, -0.841, -0.038], [0.585, 1.624, -0.065], [-1.078, -0.970, 0.091], [-2.097, 0.127, 0.107], [0.955, 0.444, -0.039], [1.765, -2.436, 0.169], [3.180, 0.198, -0.129], [-0.438, 1.855, -0.193], [1.321, 2.575, -0.028], [-1.424, -1.990, -0.174], [-2.905, -0.418, -0.154], [-1.951, 0.828, -0.708], [-1.965, 0.675, 1.031]], "mulliken_charge": [-0.50, -0.39, 0.23, 0.08, 0.03, -1.45, 0.14, 0.50, 0.39, 0.15, 0.25, 0.32, 0.38, 0.43, 0.43]}

***

Record 3
{"formula": "C6H8N2", "method": "ωB97M-V/def2-TZVPD", "orbital_gap_ev": 9.67, "smiles": "C1=C\\C/C=N/N=C\\C/1", "homo_energy_ev": -9.148, "multiplicity": 1, "largest_force_ev_per_a": 7.7, "e_above_lowest_ev": 6.392, "species": ["C", "C", "C", "C", "N", "N", "C", "C", "H", "H", "H", "H", "H", "H", "H", "H"], "positions_angstrom": [[-0.260, 1.236, 0.042], [-1.430, 0.698, -0.023], [-1.791, -0.834, 0.031], [-0.580, -1.670, -0.083], [0.407, -1.659, 0.655], [1.628, -1.572, -0.106], [1.885, -0.264, -0.355], [1.399, 1.007, 0.315], [-0.203, 2.437, -0.210], [-2.370, 1.270, -0.401], [-2.491, -1.007, 1.102], [-2.557, -0.915, -0.775], [-0.184, -1.942, -1.010], [2.936, 0.090, -0.622], [1.719, 1.205, 1.539], [1.893, 1.919, -0.098]], "mulliken_charge": [-0.34, -0.05, -0.36, -0.37, -0.34, -0.44, 0.03, -0.53, 0.08, 0.23, 0.23, 0.31, 0.61, 0.28, 0.28, 0.38]}

***

Record 4
{"formula": "C6H8N2", "method": "ωB97M-V/def2-TZVPD", "orbital_gap_ev": 8.52, "smiles": "C1=C\\C/N=C\\N\\C=C/1", "homo_energy_ev": -7.866, "multiplicity": 1, "largest_force_ev_per_a": 5.8, "e_above_lowest_ev": 4.073, "species": ["C", "C", "C", "N", "C", "N", "C", "C", "H", "H", "H", "H", "H", "H", "H", "H"], "positions_angstrom": [[-1.173, 1.342, -0.206], [0.083, 1.633, -0.218], [1.213, 1.044, 0.537], [1.920, -0.055, -0.164], [1.301, -1.123, -0.324], [-0.073, -1.494, 0.091], [-1.372, -1.183, 0.079], [-1.829, 0.019, 0.065], [-2.028, 2.073, -0.579], [0.279, 2.710, -0.667], [1.816, 1.869, 0.897], [0.516, 0.408, 1.278], [1.900, -2.028, -0.626], [0.021, -2.451, 0.128], [-1.952, -2.304, 0.221], [-2.820, 0.177, 0.270]], "mulliken_charge": [-0.07, -0.19, -0.54, -0.49, 0.10, -0.27, 0.07, -0.65, 0.20, 0.17, 0.31, 0.34, 0.27, 0.21, 0.13, 0.40]}

***

Record 5
{"formula": "C6H8N2", "method": "ωB97M-V/def2-TZVPD", "orbital_gap_ev": 9.95, "smiles": "N#C[C@@H]1[C@H]2CNC[C@@H]12", "homo_energy_ev": -9.197, "multiplicity": 1, "largest_force_ev_per_a": 6.3, "e_above_lowest_ev": 2.009, "species": ["N", "C", "C", "C", "C", "N", "C", "C", "H", "H", "H", "H", "H", "H", "H", "H"], "positions_angstrom": [[-3.273, 0.016, -0.107], [-2.131, -0.015, -0.251], [-0.681, -0.090, -0.373], [0.122, -0.629, 0.684], [1.381, -1.215, 0.113], [1.863, 0.002, -0.647], [1.477, 1.146, 0.075], [0.056, 0.836, 0.458], [-0.489, -0.314, -1.511], [-0.489, -1.197, 1.517], [2.151, -1.398, 0.870], [1.344, -2.065, -0.575], [2.868, -0.046, -0.853], [2.048, 1.234, 1.018], [1.644, 2.023, -0.633], [-0.559, 1.440, 1.206]], "mulliken_charge": [-0.49, -0.13, 0.45, -0.15, -0.77, -0.44, -0.61, -0.35, 0.33, 0.32, 0.35, 0.30, 0.24, 0.31, 0.30, 0.33]}

***

Record 6
{"formula": "C6H8N2", "method": "ωB97M-V/def2-TZVPD", "orbital_gap_ev": 8.15, "smiles": "C=c1cc(N)c(=C)[nH]1", "homo_energy_ev": -7.262, "multiplicity": 1, "largest_force_ev_per_a": 4.8, "e_above_lowest_ev": 2.625, "species": ["C", "C", "C", "C", "N", "C", "C", "N", "H", "H", "H", "H", "H", "H", "H", "H"], "positions_angstrom": [[2.498, 1.036, 0.746], [1.371, 0.423, 0.330], [1.116, -0.645, -0.639], [-0.212, -0.800, -0.849], [-1.096, -1.632, -1.442], [-0.974, 0.421, 0.183], [-2.247, 0.642, 0.399], [0.152, 0.900, 0.838], [2.451, 1.515, 1.646], [3.510, 0.796, 0.249], [1.907, -1.269, -1.181], [-0.752, -2.509, -2.007], [-2.052, -1.560, -1.184], [-2.520, 1.503, 0.989], [-3.012, -0.078, 0.022], [0.297, 1.797, 1.458]], "mulliken_charge": [-1.06, 0.67, -0.98, 0.77, -0.42, 0.35, -0.96, -0.25, 0.34, 0.21, 0.24, 0.23, 0.16, 0.27, 0.14, 0.28]}

***

Record 7
{"formula": "C6H8N2O", "method": "ωB97M-V/def2-TZVPD", "orbital_gap_ev": 9.52, "smiles": "O=CCCn1ccnc1", "homo_energy_ev": -8.822, "multiplicity": 1, "largest_force_ev_per_a": 3.5, "e_above_lowest_ev": 1.496, "species": ["O", "C", "C", "C", "N", "C", "C", "N", "C", "H", "H", "H", "H", "H", "H", "H", "H"], "positions_angstrom": [[1.315, -2.366, 1.298], [1.760, -1.276, 1.243], [1.016, -0.119, 0.691], [-0.199, -0.694, 0.051], [-0.444, 0.206, -1.148], [-0.672, 1.607, -1.226], [-0.441, 1.906, -2.542], [-0.004, 0.841, -3.225], [-0.016, -0.186, -2.337], [2.684, -1.008, 1.827], [1.591, 0.428, 0.025], [0.638, 0.492, 1.452], [-0.243, -1.731, -0.249], [-0.989, -0.708, 0.814], [-1.055, 2.092, -0.337], [-0.411, 2.787, -3.120], [0.188, -1.191, -2.563]], "mulliken_charge": [-0.44, 0.02, -0.64, -0.64, 0.11, -0.28, -0.43, -0.67, -0.06, 0.33, 0.37, 0.41, 0.41, 0.31, 0.37, 0.45, 0.40]}

***

Record 8
{"formula": "C6H8N2O", "method": "ωB97M-V/def2-TZVPD", "orbital_gap_ev": 9.28, "smiles": "N#CC1=C(N)[C@H](O)CC1", "homo_energy_ev": -8.937, "multiplicity": 1, "largest_force_ev_per_a": 11.0, "e_above_lowest_ev": 3.714, "species": ["N", "C", "C", "C", "N", "C", "O", "C", "C", "H", "H", "H", "H", "H", "H", "H", "H"], "positions_angstrom": [[-1.737, 2.417, 1.723], [-1.198, 1.428, 1.093], [-0.251, 0.620, 0.371], [-0.492, -0.395, -0.435], [-1.708, -1.069, -0.764], [0.718, -1.004, -0.920], [1.035, -2.083, -0.044], [1.913, 0.005, -0.645], [1.240, 1.077, 0.263], [-1.755, -1.453, -1.722], [-2.648, -0.476, -0.724], [0.587, -1.424, -1.856], [0.105, -2.699, -0.173], [2.772, -0.532, 0.158], [2.281, 0.294, -1.747], [1.545, 0.978, 1.373], [1.373, 2.158, -0.026]], "mulliken_charge": [-0.52, -0.25, 0.00, 0.47, -0.61, 0.12, -0.59, -0.77, -0.45, 0.25, 0.29, 0.60, 0.38, 0.23, 0.27, 0.27, 0.32]}